1.
{"formula": "C32H33N6Ti", "method": "ωB97M-V/def2-TZVPD", "symbols": ["Ti", "C", "C", "C", "C", "C", "C", "C", "C", "C", "C", "N", "C", "C", "C", "C", "C", "N", "H", "H", "H", "H", "H", "H", "H", "H", "H", "H", "H", "H", "H", "H", "H", "H", "H", "C", "C", "N", "C", "C", "C", "C", "C", "C", "C", "C", "C", "N", "C", "H", "H", "H", "H", "H", "H", "H", "H", "C", "C", "C", "C", "N", "N", "C", "H", "H", "H", "H", "H", "H", "H", "H"], "coordinates": [[-0.69, -0.34, 0.02], [-1.83, 2.29, 0.29], [-0.56, 2.76, -0.41], [0.61, 2.92, 0.53], [0.96, 4.19, 0.99], [2.01, 4.34, 1.88], [2.72, 3.23, 2.32], [2.40, 1.95, 1.87], [3.15, 0.77, 2.42], [2.48, 0.18, 3.66], [1.34, 1.82, 0.97], [0.97, 0.52, 0.48], [1.72, 0.06, -0.67], [1.18, -2.01, -1.01], [1.19, -3.29, -1.77], [0.51, -4.21, -1.08], [-0.11, -3.49, 0.06], [0.24, -2.26, 0.11], [-2.69, 2.23, -0.38], [-2.07, 2.95, 1.13], [-1.74, 1.32, 0.82], [-0.77, 3.72, -0.89], [-0.30, 2.10, -1.24], [0.41, 5.05, 0.65], [2.28, 5.33, 2.24], [3.54, 3.36, 3.01], [4.16, 1.08, 2.68], [3.27, 0.00, 1.66], [2.51, 0.89, 4.49], [2.96, -0.74, 3.99], [1.42, -0.02, 3.47], [2.21, 0.88, -1.20], [1.77, -3.46, -2.66], [0.39, -5.26, -1.29], [-0.84, -3.91, 0.74], [-3.37, 0.58, -3.85], [-2.98, 0.33, -2.52], [-1.75, 0.00, -2.17], [-0.83, -0.08, -3.19], [-1.12, 0.16, -4.54], [-2.45, 0.51, -4.86], [-0.06, 0.05, -5.48], [1.22, -0.28, -5.10], [1.52, -0.54, -3.74], [2.88, -0.93, -3.26], [3.30, -1.26, -2.03], [2.52, -1.28, -0.71], [0.68, -0.69, -1.50], [0.49, -0.43, -2.86], [-4.40, 0.84, -4.05], [-3.71, 0.40, -1.73], [-2.73, 0.70, -5.88], [-0.27, 0.24, -6.53], [2.00, -0.35, -5.85], [3.63, -0.96, -4.04], [4.34, -1.52, -1.94], [3.11, -1.60, 0.14], [-1.29, -1.90, 5.31], [-1.82, -1.51, 3.97], [-3.12, -1.34, 3.52], [-3.02, -0.97, 2.18], [-1.73, -0.92, 1.81], [-1.02, -1.26, 2.93], [-4.10, -0.62, 1.22], [-2.08, -1.82, 6.05], [-0.47, -1.25, 5.60], [-0.93, -2.93, 5.30], [-4.02, -1.46, 4.09], [-0.02, -1.24, 2.90], [-5.00, -1.20, 1.43], [-3.81, -0.83, 0.19], [-4.37, 0.43, 1.30]], "mulliken_spin": [1.000, -0.033, 0.015, -0.011, 0.000, -0.001, 0.001, -0.005, -0.002, 0.001, -0.002, -0.052, 0.009, -0.042, 0.005, -0.009, 0.006, 0.010, 0.000, 0.003, 0.045, 0.001, 0.002, 0.000, 0.000, 0.000, 0.000, 0.000, 0.000, 0.000, -0.003, -0.011, 0.000, 0.000, -0.001, 0.002, 0.002, -0.019, -0.008, 0.000, 0.001, 0.001, -0.001, 0.000, 0.000, 0.002, 0.021, -0.008, 0.052, 0.000, 0.000, 0.000, 0.000, 0.000, 0.000, 0.000, -0.004, 0.000, -0.002, 0.002, -0.008, -0.007, 0.018, 0.033, 0.000, 0.000, 0.000, 0.000, 0.008, 0.001, -0.012, 0.001], "relative_energy_kcal_mol": 77.6, "homo_energy_ev": [-13.62, -13.65], "multiplicity": 2, "gap_ev": [7.24, 7.27], "charge": 2, "mol_weight_g_mol": 549.525}


2.
{"formula": "C32H33N7O5Ti", "method": "ωB97M-V/def2-TZVPD", "symbols": ["Ti", "C", "C", "O", "C", "C", "C", "N", "N", "C", "O", "C", "C", "C", "C", "C", "C", "H", "H", "H", "H", "H", "H", "H", "H", "H", "H", "H", "H", "C", "C", "O", "C", "C", "C", "N", "N", "C", "O", "C", "C", "C", "C", "C", "C", "H", "H", "H", "H", "H", "H", "H", "H", "H", "H", "H", "H", "N", "C", "C", "C", "C", "C", "C", "C", "H", "H", "H", "H", "H", "N", "C", "N", "O", "H", "H", "H", "H"], "coordinates": [[-0.66, 0.21, 0.08], [2.59, 3.02, 1.39], [2.11, 1.90, 0.48], [1.15, 1.14, 0.94], [2.66, 1.74, -0.75], [2.25, 0.66, -1.62], [2.24, 0.92, -3.11], [1.94, -0.53, -1.25], [2.29, -1.08, -0.09], [1.46, -1.46, 0.83], [0.18, -1.21, 0.86], [2.07, -2.21, 1.94], [1.38, -2.34, 3.15], [1.95, -3.02, 4.21], [3.22, -3.58, 4.09], [3.90, -3.46, 2.89], [3.34, -2.78, 1.83], [1.86, 3.84, 1.39], [3.55, 3.41, 1.06], [2.68, 2.66, 2.41], [3.32, 2.50, -1.16], [3.26, 0.97, -3.49], [1.75, 1.87, -3.31], [1.71, 0.11, -3.61], [0.40, -1.90, 3.23], [1.42, -3.11, 5.15], [3.67, -4.12, 4.92], [4.88, -3.91, 2.78], [3.87, -2.67, 0.89], [-3.82, -1.92, -1.47], [-2.76, -0.84, -1.47], [-2.32, -0.48, -0.29], [-2.37, -0.24, -2.66], [-1.46, 0.84, -2.70], [-1.37, 1.75, -3.90], [-0.82, 1.16, -1.59], [-0.39, 2.46, -1.43], [-0.65, 2.82, -0.18], [-1.27, 2.00, 0.64], [-0.38, 4.18, 0.21], [0.39, 5.06, -0.60], [0.57, 6.37, -0.24], [0.00, 6.88, 0.94], [-0.74, 6.02, 1.76], [-0.92, 4.71, 1.41], [-3.46, -2.78, -0.89], [-4.05, -2.25, -2.48], [-4.73, -1.55, -0.99], [-2.82, -0.59, -3.58], [-1.83, 1.31, -4.77], [-0.33, 1.97, -4.10], [-1.86, 2.70, -3.66], [0.83, 4.66, -1.50], [1.15, 7.03, -0.87], [0.14, 7.91, 1.22], [-1.18, 6.41, 2.67], [-1.51, 4.04, 2.03], [-0.32, -1.85, -1.64], [-0.58, -2.98, -1.61], [-0.96, -4.31, -1.67], [-0.74, -5.22, -0.59], [-1.15, -6.52, -0.68], [-1.80, -7.00, -1.83], [-2.03, -6.11, -2.90], [-1.63, -4.81, -2.83], [-0.24, -4.85, 0.29], [-0.98, -7.20, 0.15], [-2.12, -8.03, -1.89], [-2.54, -6.48, -3.78], [-1.82, -4.13, -3.65], [-2.52, 1.77, 3.59], [-1.48, 1.03, 2.99], [-0.24, 1.53, 3.23], [-1.70, -0.05, 2.49], [-2.43, 2.77, 3.51], [-3.43, 1.45, 3.28], [-0.20, 2.53, 3.39], [0.43, 1.24, 2.49]], "mulliken_spin": [0.867, 0.000, 0.023, -0.006, -0.015, 0.008, 0.007, 0.021, -0.021, 0.011, 0.023, -0.001, -0.001, 0.000, 0.001, -0.001, 0.000, 0.000, 0.000, 0.000, 0.000, 0.001, 0.000, -0.002, 0.001, 0.000, 0.000, 0.000, 0.001, 0.033, 0.038, -0.039, -0.034, 0.066, -0.003, 0.005, 0.025, 0.010, -0.008, 0.000, -0.002, 0.000, -0.001, 0.001, -0.001, -0.005, -0.006, 0.006, 0.005, 0.001, 0.001, 0.004, 0.000, 0.000, 0.000, 0.000, -0.001, 0.169, -0.011, 0.169, 0.149, -0.091, 0.393, -0.115, 0.182, 0.051, -0.007, 0.048, -0.008, 0.054, 0.000, 0.001, 0.003, 0.000, 0.000, 0.000, 0.000, -0.003], "relative_energy_kcal_mol": 48.8, "homo_energy_ev": [1.49, -1.64], "multiplicity": 3, "gap_ev": [2.70, 5.84], "charge": -2, "mol_weight_g_mol": 643.527}


3.
{"formula": "C32H34BN13O3Rb", "method": "ωB97M-V/def2-TZVPD", "symbols": ["Rb", "C", "C", "N", "N", "C", "B", "N", "C", "C", "C", "N", "N", "C", "C", "C", "N", "H", "H", "H", "H", "H", "H", "H", "H", "H", "H", "N", "C", "C", "C", "C", "C", "C", "N", "C", "C", "C", "C", "N", "C", "C", "H", "H", "H", "H", "H", "H", "H", "H", "H", "N", "C", "C", "N", "C", "H", "H", "H", "H", "C", "C", "C", "C", "C", "C", "O", "N", "C", "O", "N", "C", "O", "H", "H", "H", "H", "H", "H", "H", "H", "H", "H", "H"], "coordinates": [[0.67, -0.72, 0.82], [-3.86, 1.61, 1.26], [-2.54, 1.50, 0.80], [-1.83, 0.67, 1.56], [-2.67, 0.23, 2.52], [-3.90, 0.77, 2.36], [-2.29, -0.79, 3.61], [-0.97, -0.42, 4.32], [-0.86, 0.11, 5.55], [0.48, 0.32, 5.81], [1.12, -0.11, 4.64], [0.24, -0.56, 3.75], [-2.21, -2.22, 3.01], [-2.70, -3.34, 3.57], [-2.39, -4.40, 2.76], [-1.69, -3.81, 1.69], [-1.59, -2.50, 1.86], [-4.67, 2.20, 0.86], [-2.07, 1.99, -0.03], [-4.69, 0.53, 3.04], [-3.17, -0.78, 4.44], [-1.74, 0.29, 6.15], [0.92, 0.73, 6.70], [2.17, -0.10, 4.39], [-3.24, -3.29, 4.51], [-2.64, -5.44, 2.90], [-1.27, -4.28, 0.82], [-2.16, -2.11, -6.23], [-3.13, -2.11, -7.20], [-3.09, -1.87, -8.57], [-4.28, -1.95, -9.26], [-5.49, -2.26, -8.60], [-5.52, -2.49, -7.24], [-4.32, -2.41, -6.53], [-4.08, -2.55, -5.17], [-2.80, -2.37, -5.05], [-2.04, -2.39, -3.78], [-2.63, -1.99, -2.59], [-1.82, -1.92, -1.46], [-0.54, -2.28, -1.45], [-0.01, -2.71, -2.59], [-0.71, -2.78, -3.78], [-1.22, -1.74, -6.30], [-2.16, -1.63, -9.08], [-4.30, -1.77, -10.33], [-6.40, -2.32, -9.18], [-6.45, -2.72, -6.72], [-3.66, -1.67, -2.56], [-2.21, -1.56, -0.51], [1.03, -3.01, -2.56], [-0.22, -3.12, -4.68], [0.42, 1.07, -4.03], [-0.80, 1.48, -4.49], [-1.09, 0.69, -5.56], [-0.07, -0.21, -5.77], [0.81, 0.06, -4.83], [0.92, 1.51, -3.25], [-1.34, 2.29, -4.03], [-1.97, 0.72, -6.18], [1.74, -0.47, -4.69], [5.28, 2.90, 2.36], [3.87, 3.35, 2.74], [2.88, 3.29, 1.58], [1.49, 3.85, 2.00], [0.76, 3.05, 3.07], [3.32, 4.21, 0.46], [3.89, 5.27, 0.64], [2.95, 3.80, -0.79], [2.30, 2.58, -1.09], [1.89, 2.49, -2.26], [2.20, 1.63, -0.17], [2.67, 1.86, 1.09], [2.83, 0.93, 1.88], [5.94, 2.96, 3.23], [5.70, 3.54, 1.58], [5.27, 1.87, 2.01], [3.90, 4.38, 3.11], [3.49, 2.72, 3.54], [0.86, 3.91, 1.11], [1.65, 4.88, 2.34], [0.51, 2.04, 2.73], [-0.19, 3.54, 3.32], [1.34, 2.96, 3.98], [3.09, 4.43, -1.56]], "lowdin_charge": [0.819, -0.084, -0.183, -0.005, -0.045, -0.101, -0.540, -0.046, -0.102, -0.083, -0.187, 0.004, -0.046, -0.102, -0.084, -0.182, 0.010, 0.079, 0.097, 0.109, 0.112, 0.109, 0.080, 0.097, 0.110, 0.078, 0.092, 0.162, -0.196, -0.026, -0.111, -0.110, -0.026, -0.233, 0.179, -0.285, -0.138, 0.017, -0.136, 0.000, -0.145, -0.025, 0.099, 0.107, 0.093, 0.092, 0.106, 0.117, 0.088, 0.109, 0.113, 0.079, -0.097, -0.177, 0.010, -0.206, 0.085, 0.109, 0.094, 0.121, -0.077, -0.183, -0.302, -0.150, -0.071, -0.428, 0.076, 0.198, -0.532, -0.013, 0.109, -0.498, -0.051, 0.070, 0.072, 0.073, 0.120, 0.107, 0.122, 0.121, 0.052, 0.081, 0.072, 0.154], "relative_energy_kcal_mol": 2.5, "homo_energy_ev": -6.31, "gap_ev": 8.38, "charge": -1, "mol_weight_g_mol": 744.992}